Version A
Below is one molecule with the formula C26H30N6O3, with properties calculated with ωB97M-V/def2-TZVPD.

Output
Net charge ... 0
Structure (SMILES) ... CO[C@@H](C(=O)N1Cc2[nH]nc(NC(=O)c3ccc(N4CCN(C)CC4)cc3)c2C1)c1ccccc1
Frontier orbital gap ... 8.06 eV

Element x y z (Å)
1 C -1.153 3.907 1.212
2 O -1.188 3.174 2.420
3 C -0.494 1.941 2.436
4 C -0.894 1.059 1.241
5 O -0.557 1.338 0.103
6 N -1.654 -0.024 1.487
7 C -2.049 -0.568 2.785
8 C -2.691 -1.840 2.365
9 N -3.301 -2.892 2.933
10 N -3.731 -3.746 1.990
11 C -3.388 -3.238 0.807
12 N -3.795 -3.896 -0.331
13 C -3.464 -3.685 -1.650
14 O -4.199 -4.094 -2.526
15 C -2.176 -3.014 -1.910
16 C -2.082 -2.026 -2.886
17 C -0.882 -1.413 -3.166
18 C 0.306 -1.792 -2.518
19 N 1.527 -1.244 -2.838
20 C 2.580 -1.130 -1.850
21 C 2.435 0.183 -1.076
22 N 2.504 1.312 -1.988
23 C 2.410 2.563 -1.264
24 C 1.451 1.199 -2.985
25 C 1.630 -0.118 -3.743
26 C 0.204 -2.837 -1.580
27 C -1.005 -3.420 -1.274
28 C -2.714 -2.012 1.000
29 C -2.078 -0.843 0.339
30 C 1.018 2.069 2.473
31 C 1.798 0.932 2.300
32 C 3.177 1.015 2.354
33 C 3.792 2.236 2.575
34 C 3.019 3.369 2.762
35 C 1.638 3.285 2.720
36 H -0.149 3.943 0.784
37 H -1.835 3.485 0.467
38 H -1.480 4.913 1.471
39 H -0.817 1.485 3.378
40 H -1.178 -0.735 3.431
41 H -2.750 0.101 3.302
42 H -3.477 -3.097 3.902
43 H -4.569 -4.533 -0.177
44 H -2.977 -1.723 -3.408
45 H -0.881 -0.624 -3.898
46 H 2.570 -1.968 -1.157
47 H 3.537 -1.132 -2.380
48 H 3.247 0.279 -0.352
49 H 1.476 0.179 -0.529
50 H 3.232 2.626 -0.551
51 H 1.462 2.651 -0.717
52 H 2.491 3.389 -1.970
53 H 1.537 2.042 -3.675
54 H 0.453 1.226 -2.514
55 H 0.918 -0.208 -4.560
56 H 2.638 -0.139 -4.170
57 H 1.086 -3.215 -1.088
58 H -1.040 -4.220 -0.547
59 H -1.204 -1.089 -0.270
60 H -2.773 -0.274 -0.289
61 H 1.323 -0.024 2.125
62 H 3.774 0.124 2.227
63 H 4.869 2.302 2.609
64 H 3.491 4.322 2.946
65 H 1.035 4.163 2.893

Mulliken population analysis, charges in e, atoms 1 to 2: -0.64 -0.57


Version B
Below is one molecule with the formula C26H30N6O3, with properties calculated with ωB97M-V/def2-TZVPD.

Output
Net charge ... 0
Structure (SMILES) ... CN(C[C@H](c1ccccc1)N(C[C@H](Cc1ccccc1)N(CCc1ccccc1)N=O)N=O)N=O
Frontier orbital gap ... 9.79 eV

Element x y z (Å)
1 C 0.821 4.472 -2.944
2 N 1.756 3.535 -2.358
3 C 1.649 3.197 -0.962
4 C 0.878 1.872 -0.764
5 C -0.559 1.998 -1.224
6 C -0.987 1.347 -2.375
7 C -2.299 1.475 -2.798
8 C -3.191 2.248 -2.073
9 C -2.770 2.894 -0.922
10 C -1.459 2.772 -0.499
11 N 0.946 1.476 0.630
12 C 1.038 0.067 0.954
13 C -0.283 -0.667 0.678
14 C -1.390 -0.274 1.665
15 C -2.647 -1.052 1.386
16 C -3.356 -0.832 0.211
17 C -4.487 -1.574 -0.075
18 C -4.926 -2.543 0.811
19 C -4.232 -2.761 1.988
20 C -3.098 -2.021 2.271
21 N -0.073 -2.107 0.639
22 C 0.294 -2.854 1.824
23 C 1.541 -3.719 1.577
24 C 2.714 -2.859 1.199
25 C 3.444 -2.193 2.176
26 C 4.479 -1.344 1.826
27 C 4.794 -1.147 0.491
28 C 4.077 -1.812 -0.489
29 C 3.043 -2.664 -0.137
30 N -0.212 -2.805 -0.448
31 O -0.505 -2.213 -1.486
32 N 0.859 2.421 1.521
33 O 0.856 2.094 2.707
34 N 2.692 2.918 -3.021
35 O 2.793 3.146 -4.223
36 H -0.201 4.111 -2.838
37 H 1.076 4.553 -4.002
38 H 0.920 5.448 -2.467
39 H 1.144 4.003 -0.430
40 H 2.655 3.071 -0.556
41 H 1.380 1.098 -1.354
42 H -0.298 0.734 -2.936
43 H -2.623 0.962 -3.690
44 H -4.216 2.341 -2.400
45 H -3.465 3.491 -0.350
46 H -1.127 3.270 0.402
47 H 1.299 0.017 2.016
48 H 1.842 -0.378 0.362
49 H -0.615 -0.429 -0.343
50 H -1.584 0.795 1.542
51 H -1.060 -0.437 2.692
52 H -3.021 -0.076 -0.483
53 H -5.025 -1.396 -0.994
54 H -5.808 -3.124 0.586
55 H -4.573 -3.511 2.687
56 H -2.564 -2.192 3.196
57 H -0.543 -3.499 2.112
58 H 0.488 -2.145 2.628
59 H 1.756 -4.273 2.492
60 H 1.320 -4.425 0.778
61 H 3.202 -2.344 3.218
62 H 5.040 -0.834 2.595
63 H 5.599 -0.482 0.216
64 H 4.320 -1.665 -1.531
65 H 2.482 -3.178 -0.904

Mulliken population analysis, charges in e, atoms 1 to 2: -0.68 0.70


Version C
Below is one molecule with the formula C26H30N6O3, with properties calculated with ωB97M-V/def2-TZVPD.

Output
Net charge ... 0
Structure (SMILES) ... COc1ccccc1CN(Cc1cc2cc(C)ccc2[nH]c1=O)Cc1nnnn1C[C@@H]1CCCO1
Frontier orbital gap ... 8.48 eV

Element x y z (Å)
1 C -3.115 -2.627 0.713
2 O -1.766 -2.248 0.624
3 C -0.851 -3.181 0.206
4 C -1.200 -4.437 -0.273
5 C -0.218 -5.342 -0.643
6 C 1.116 -5.013 -0.511
7 C 1.468 -3.762 -0.031
8 C 0.503 -2.824 0.304
9 C 0.902 -1.446 0.782
10 N 1.361 -0.516 -0.247
11 C 0.350 -0.166 -1.226
12 C -0.819 0.541 -0.604
13 C -2.095 0.185 -0.871
14 C -3.212 0.843 -0.275
15 C -4.540 0.483 -0.528
16 C -5.588 1.126 0.096
17 C -7.012 0.744 -0.169
18 C -5.303 2.159 0.998
19 C -4.009 2.539 1.263
20 C -2.949 1.888 0.629
21 N -1.648 2.244 0.854
22 C -0.537 1.672 0.275
23 O 0.565 2.141 0.510
24 C 2.608 -0.895 -0.890
25 C 3.692 -1.035 0.110
26 N 4.438 -2.092 0.342
27 N 5.276 -1.754 1.314
28 N 5.084 -0.559 1.690
29 N 4.086 -0.057 0.960
30 C 3.614 1.287 1.105
31 C 4.361 2.244 0.159
32 C 3.961 3.707 0.444
33 C 3.564 4.241 -0.933
34 C 3.101 2.958 -1.615
35 O 4.034 1.980 -1.195
36 H -3.635 -1.769 1.139
37 H -3.246 -3.494 1.368
38 H -3.541 -2.851 -0.271
39 H -2.236 -4.726 -0.360
40 H -0.508 -6.312 -1.019
41 H 1.884 -5.725 -0.771
42 H 2.513 -3.522 0.103
43 H 1.713 -1.545 1.510
44 H 0.050 -0.977 1.278
45 H 0.824 0.521 -1.938
46 H -0.012 -1.044 -1.789
47 H -2.293 -0.630 -1.554
48 H -4.735 -0.317 -1.228
49 H -7.561 1.591 -0.577
50 H -7.070 -0.080 -0.875
51 H -7.504 0.445 0.756
52 H -6.120 2.665 1.490
53 H -3.803 3.340 1.958
54 H -1.463 3.019 1.481
55 H 2.537 -1.831 -1.467
56 H 2.894 -0.087 -1.571
57 H 3.800 1.585 2.139
58 H 2.543 1.313 0.881
59 H 5.441 2.078 0.262
60 H 4.773 4.270 0.898
61 H 3.098 3.723 1.108
62 H 2.782 4.995 -0.885
63 H 4.430 4.650 -1.455
64 H 3.128 2.994 -2.705
65 H 2.092 2.693 -1.271

Mulliken population analysis, charges in e, atoms 1 to 2: -1.22 -0.27


Taking the most stable structure as the zero point, the relative energies in hartree are version A 0.0000; version B 0.1856; version C 0.0027.